Record 1
ORCA calculation (wB97M-V/def2-TZVPD) on a cluster of 5 separate species, C16H23Cl4FO3 in total at a distorted geometry.

XYZ file:
```
47
Properties=species:S:1:pos:R:3:mulliken_charge:R:1
C -1.967 -2.556 1.673 0.381
Cl -3.266 -1.444 1.937 -0.096
Cl -1.749 -3.524 3.112 -0.096
Cl -2.441 -3.536 0.319 -0.077
Cl -0.463 -1.505 1.494 -0.113
C -3.568 -0.917 9.104 -1.017
C -3.579 -0.498 10.551 0.782
O -4.366 -1.022 11.289 -0.521
C -2.650 0.573 11.146 -0.998
H -4.354 -1.625 8.842 0.299
H -2.569 -1.208 8.779 0.297
H -3.864 -0.059 8.501 0.287
H -1.599 0.285 11.138 0.294
H -2.905 0.845 12.171 0.289
H -2.767 1.481 10.555 0.288
C -6.326 0.542 -5.956 -1.039
C -6.167 -0.769 -5.293 0.731
O -6.360 -0.885 -4.110 -0.542
C -5.654 -1.997 -6.059 -0.920
H -6.530 1.344 -5.246 0.309
H -7.248 0.379 -6.513 0.278
H -5.528 0.908 -6.603 0.339
H -6.410 -2.733 -6.331 0.271
H -4.910 -2.495 -5.437 0.287
H -5.215 -1.590 -6.970 0.287
C 5.396 1.009 3.103 -1.013
C 5.777 1.104 1.638 0.770
O 6.213 0.150 1.086 -0.522
C 5.653 2.476 0.954 -1.031
H 4.398 1.407 3.286 0.318
H 6.072 1.669 3.647 0.292
H 5.447 -0.035 3.413 0.282
H 6.212 3.247 1.484 0.311
H 4.598 2.752 0.958 0.310
H 5.942 2.360 -0.090 0.284
F 2.576 1.850 -4.030 -0.286
C 3.119 1.143 -5.030 0.308
C 3.598 -0.153 -4.774 -0.305
C 4.365 -0.813 -5.717 -0.394
C 4.517 -0.267 -6.947 -0.375
C 4.050 1.043 -7.263 -0.441
C 3.366 1.717 -6.262 -0.269
H 3.632 -0.528 -3.762 0.363
H 4.899 -1.724 -5.492 0.358
H 5.132 -0.686 -7.730 0.317
H 4.286 1.503 -8.211 0.371
H 3.207 2.781 -6.357 0.352
```

LUMO level: 0.2 eV
orbital gap: 0.346 hartree
energy relative to the best compared isomer or geometry (same formula, charge and spin): 0.0 kcal per mole
HOMO level: -9.27 eV


Record 2
ORCA calculation (wB97M-V/def2-TZVPD) on a cluster of 2 separate species, C16H23Cl4N2O2P in total at a distorted geometry.

XYZ file:
```
48
Properties=species:S:1:pos:R:3:mulliken_charge:R:1
Cl -0.112 1.013 3.533 -0.094
C 0.626 -0.550 3.582 0.198
C -0.155 -1.671 3.638 0.314
Cl -1.864 -1.540 3.668 -0.116
C 0.414 -2.986 3.667 0.233
O -0.293 -3.978 3.717 -0.544
C 1.894 -3.094 3.637 0.304
O 2.451 -4.178 3.661 -0.542
C 2.647 -1.877 3.580 0.312
Cl 4.357 -1.994 3.556 -0.150
C 2.035 -0.653 3.551 0.152
Cl 2.990 0.786 3.469 -0.117
C 3.007 0.175 -2.751 -1.943
C 2.137 0.986 -1.776 1.825
C 2.510 0.611 -0.338 -1.662
C 2.419 2.478 -1.995 -1.897
N 0.701 0.680 -2.091 -0.225
C 0.258 -0.730 -2.048 -0.526
C -1.256 -0.798 -1.789 -0.356
N -1.802 0.562 -1.583 -0.196
C -3.012 0.714 -0.707 1.780
C -4.115 -0.194 -1.278 -1.939
C -3.509 2.165 -0.740 -1.919
C -2.733 0.313 0.745 -1.536
P -0.408 1.459 -0.935 -0.134
H -0.171 0.447 0.009 -0.106
H 2.731 0.391 -3.782 0.431
H 4.062 0.411 -2.626 0.460
H 2.884 -0.895 -2.586 0.371
H 1.939 1.189 0.386 0.456
H 2.339 -0.444 -0.138 0.345
H 3.565 0.807 -0.153 0.518
H 1.887 3.091 -1.270 0.395
H 3.484 2.686 -1.890 0.446
H 2.114 2.788 -2.993 0.434
H 0.538 -1.214 -2.995 0.422
H 0.813 -1.247 -1.254 0.255
H -1.794 -1.255 -2.632 0.367
H -1.475 -1.412 -0.906 0.241
H -3.829 -1.242 -1.216 0.367
H -5.046 -0.071 -0.730 0.464
H -4.304 0.043 -2.324 0.425
H -2.794 2.838 -0.272 0.382
H -3.669 2.496 -1.764 0.438
H -4.454 2.258 -0.206 0.451
H -1.993 0.965 1.204 0.345
H -3.641 0.381 1.342 0.515
H -2.373 -0.710 0.820 0.354
```

LUMO level: -2.8 eV
orbital gap: 0.219 hartree
energy relative to the best compared isomer or geometry (same formula, charge and spin): 0.0 kcal per mole
HOMO level: -8.75 eV


Record 3
ORCA calculation (wB97M-V/def2-TZVPD) on a structure of composition C16H23ClN4O13P3W.

XYZ file:
```
61
Properties=species:S:1:pos:R:3:lowdin_spin:R:1
W 1.342 -0.704 0.865 0.849
C 4.077 2.153 2.535 0.000
C 3.795 1.553 1.159 0.004
O 4.527 2.275 0.170 0.001
P 4.071 -0.326 1.173 0.020
O 4.864 -1.015 2.358 0.009
O 5.386 -0.160 0.221 -0.001
O 3.180 -1.202 0.206 0.006
P 2.066 1.808 0.585 0.007
O 1.980 3.287 0.053 0.002
O 0.891 1.440 1.492 -0.002
O 1.843 0.739 -0.520 0.019
H 5.127 1.994 2.781 0.000
H 3.451 1.705 3.303 0.000
H 3.899 3.228 2.504 0.000
H 5.133 1.651 -0.263 0.000
H 4.275 -1.469 2.990 0.000
H 5.931 -0.950 0.145 0.000
H 2.865 3.594 -0.219 0.000
O 2.919 -2.866 3.617 0.000
Cl 1.519 -2.634 3.322 0.003
O 0.706 -3.788 3.588 0.001
O 2.561 -0.260 2.178 0.049
O 1.481 -2.542 1.712 0.002
C -1.969 3.925 -1.876 0.021
N -1.468 2.955 -2.837 0.047
C -2.593 2.224 -3.423 0.004
N -3.436 1.548 -2.433 0.040
C -3.914 2.523 -1.468 0.022
N -2.749 3.195 -0.871 0.462
C -2.060 2.531 0.145 0.114
P -1.204 1.041 -0.803 0.180
C -0.505 2.075 -2.176 0.020
C -2.712 0.484 -1.727 0.019
H -2.627 4.636 -2.374 0.005
H -1.144 4.449 -1.396 0.000
H -2.208 1.487 -4.125 0.002
H -3.213 2.933 -3.973 0.000
H -4.494 2.037 -0.686 0.000
H -4.523 3.276 -1.968 0.004
H -2.716 2.093 0.894 0.010
H -1.251 3.116 0.579 0.009
H -0.072 1.383 -2.904 0.008
H 0.324 2.666 -1.787 0.000
H -3.394 -0.029 -1.045 0.000
H -2.376 -0.266 -2.450 0.007
O 0.312 -3.312 -2.198 0.002
C -0.265 -3.061 -1.185 0.001
N -0.016 -1.928 -0.349 0.021
C -0.856 -1.989 0.697 0.014
O -0.640 -1.110 1.592 0.015
C -1.746 -3.143 0.643 0.001
C -2.697 -3.642 1.510 0.001
C -3.298 -4.847 1.166 0.000
C -2.943 -5.519 -0.002 0.001
C -1.969 -5.013 -0.863 0.000
C -1.381 -3.819 -0.519 0.001
H -2.947 -3.126 2.428 0.000
H -4.042 -5.280 1.821 0.000
H -3.422 -6.461 -0.234 0.000
H -1.672 -5.543 -1.758 0.000
```

LUMO level (spin up / spin down): -4.0 / -6.3 eV
charge: +1
orbital gap (spin up / spin down): 0.279 / 0.217 hartree
energy relative to the best compared isomer or geometry (same formula, charge and spin): 0.0 kcal per mole
expectation value of S²: 2.01
HOMO level (spin up / spin down): -11.54 / -12.23 eV
2S+1: 3


Record 4
ORCA calculation (wB97M-V/def2-TZVPD) on a structure of composition C16H23F6NO5OsS3.

XYZ file:
```
55
Properties=species:S:1:pos:R:3:lowdin_spin:R:1
Os -0.251 -0.039 0.151 2.248
C 0.527 1.705 2.339 0.273
C 0.211 2.837 1.498 0.358
C 0.806 2.628 0.195 0.308
C 1.479 1.375 0.233 0.100
C 1.326 0.827 1.593 0.110
C 2.215 -0.215 2.206 0.016
C 2.609 1.065 -0.709 0.014
C 0.810 3.570 -0.952 0.045
C -0.536 4.013 1.963 0.058
C 0.168 1.600 3.778 0.037
H 1.684 -0.817 2.944 0.003
H 3.037 0.284 2.724 0.004
H 2.638 -0.876 1.458 0.000
H 2.313 1.207 -1.751 0.003
H 2.981 0.054 -0.586 0.000
H 3.434 1.753 -0.509 0.004
H 0.513 3.059 -1.871 0.012
H 1.824 3.949 -1.118 0.017
H 0.151 4.422 -0.801 0.000
H -0.580 4.816 1.232 -0.001
H -0.102 4.395 2.893 0.017
H -1.559 3.709 2.223 0.024
H 0.399 0.622 4.192 0.000
H -0.892 1.813 3.943 0.009
H 0.727 2.347 4.353 0.016
F -3.977 3.032 -1.919 0.001
C -3.523 2.879 -0.707 0.000
F -2.647 3.825 -0.398 0.001
F -4.482 2.811 0.182 0.001
S -2.558 1.305 -0.670 0.016
O -1.495 1.370 -1.666 0.067
O -1.902 1.238 0.692 0.048
N -3.623 0.202 -0.908 0.004
S -3.035 -1.252 -1.172 0.009
O -3.990 -2.284 -1.064 0.002
O -1.783 -1.432 -0.355 0.043
C -2.408 -1.298 -2.949 0.001
F -2.985 -0.356 -3.650 0.001
F -1.081 -1.142 -2.963 0.004
F -2.708 -2.493 -3.407 0.000
O 1.055 -1.494 -0.235 0.101
S 1.374 -2.502 -1.402 0.021
C 2.485 -3.662 -0.584 -0.001
C 1.607 -4.753 0.017 0.000
C 0.562 -5.048 -1.057 0.001
C -0.005 -3.688 -1.478 0.005
H 3.090 -3.087 0.116 0.000
H 3.129 -4.045 -1.380 0.000
H 1.131 -4.396 0.934 0.000
H 2.202 -5.630 0.268 0.000
H -0.240 -5.692 -0.698 0.000
H 1.026 -5.544 -1.911 0.000
H -0.741 -3.311 -0.768 0.000
H -0.414 -3.656 -2.488 0.000
```

LUMO level (spin up / spin down): -6.7 / -9.3 eV
charge: +2
orbital gap (spin up / spin down): 0.294 / 0.238 hartree
energy relative to the best compared isomer or geometry (same formula, charge and spin): 0.0 kcal per mole
expectation value of S²: 6.03
HOMO level (spin up / spin down): -14.70 / -15.74 eV
2S+1: 5


Record 5
ORCA calculation (wB97M-V/def2-TZVPD) on the ion C16H23F8NO6PS with charge +1 at a distorted geometry.

XYZ file:
```
56
Properties=species:S:1:pos:R:3:mulliken_charge:R:1
C -1.182 1.799 -0.753 -0.228
C -0.516 0.854 -0.436 -1.001
N 0.529 -0.092 -0.279 1.574
C 1.901 0.528 -0.247 -0.621
C 2.122 1.855 -0.956 -0.788
C 3.294 2.598 -0.300 -0.389
C 3.588 3.873 -1.086 -1.463
C 0.195 -0.909 0.983 -0.364
C 0.218 -0.185 2.323 -0.794
C 1.142 -0.879 3.322 -0.174
C 2.621 -0.902 2.995 -1.175
F 0.684 -2.186 3.448 -0.341
C -0.987 -1.791 0.502 -0.275
S -2.596 -1.834 1.341 1.398
O -2.242 -2.139 2.689 -0.613
O -3.407 -2.768 0.637 -0.654
C -3.468 -0.181 1.473 0.574
F -4.112 -0.309 2.635 -0.272
F -2.547 0.783 1.625 -0.207
C -4.536 0.290 0.385 0.673
F -5.721 0.374 0.983 -0.261
F -4.166 1.528 0.008 -0.259
C -4.741 -0.530 -0.919 0.300
F -5.332 0.259 -1.797 -0.263
F -3.575 -0.894 -1.419 -0.020
F -5.505 -1.573 -0.712 -0.236
O -1.034 -1.615 -0.910 -0.399
C 0.233 -1.175 -1.350 1.338
C 1.242 -2.298 -1.399 -1.634
P -0.061 -0.596 -3.150 0.739
O 0.800 -1.392 -4.021 -0.740
O -1.604 -0.750 -3.399 -0.430
O 0.164 0.960 -3.289 -0.502
H -1.827 2.562 -1.126 0.540
H 2.215 0.618 0.786 0.264
H 2.567 -0.209 -0.690 0.174
H 1.264 2.516 -0.936 0.220
H 2.407 1.676 -1.989 0.338
H 2.980 2.905 0.697 0.372
H 4.178 1.967 -0.245 0.377
H 3.813 3.643 -2.126 0.358
H 2.727 4.536 -1.069 0.352
H 4.434 4.411 -0.670 0.411
H 0.994 -1.641 1.050 0.520
H 0.547 0.845 2.192 0.425
H -0.764 -0.175 2.779 0.332
H 0.997 -0.390 4.283 0.563
H 2.814 -0.964 1.925 0.258
H 3.049 -1.801 3.428 0.381
H 3.132 -0.032 3.392 0.334
H -0.700 -2.827 0.689 0.246
H 0.833 -3.100 -2.000 0.480
H 1.499 -2.695 -0.420 0.312
H 2.157 -1.953 -1.870 0.470
H -1.816 -1.694 -3.429 0.397
H 1.035 1.073 -3.695 0.384
```

LUMO level: -2.5 eV
charge: +1
orbital gap: 0.439 hartree
HOMO level: -14.46 eV